(1)
{"formula": "C3H6N2O2", "method": "ωB97M-V/def2-TZVPD", "symbols": ["N", "C", "O", "C", "O", "C", "N", "H", "H", "H", "H", "H", "H"], "positions_angstrom": [[1.29397, 0.82246, 0.55652], [0.05555, 1.37161, 0.67556], [-0.22010, 2.29963, 1.41661], [-0.99909, 0.72589, -0.23757], [-1.41472, -0.60007, 0.22256], [-0.88094, -1.71555, -0.22587], [0.35120, -1.55543, -0.84205], [2.04880, 1.19882, 1.11197], [1.45717, 0.06834, -0.10245], [-0.63770, 0.64814, -1.26925], [-1.90693, 1.32896, -0.18666], [0.28912, -2.16468, 0.22061], [0.56366, -2.42812, -1.33997]], "e_lumo_ha": 0.027, "homo_lumo_gap_ha": 0.361, "multiplicity": 1, "homo_ev": -9.085, "e_above_lowest_kcal_mol": 109.1}


(2)
{"formula": "C4H12N2O", "method": "ωB97M-V/def2-TZVPD", "symbols": ["C", "C", "C", "N", "H", "H", "H", "H", "H", "H", "H", "H", "N", "C", "O", "H", "H", "H", "H"], "positions_angstrom": [[1.80685, 0.42698, 1.04216], [0.80734, -0.73585, 1.08867], [1.16290, -2.04146, 1.12166], [-0.56308, -0.37052, 0.99119], [2.74557, -0.08622, 1.30459], [1.81505, 0.90693, 0.03292], [1.54691, 1.21834, 1.79082], [0.69480, -2.94209, 0.68958], [2.05168, -2.16714, 1.70739], [-0.74541, 0.30966, 1.71327], [-1.13899, -1.19703, 1.10027], [-0.91885, 0.14165, -0.17729], [-1.94635, 0.43318, -1.18685], [-0.74740, 1.15551, -2.02562], [0.13824, 1.49330, -1.08219], [-2.58032, 1.18917, -0.82135], [-2.42681, -0.11253, -1.90414], [-0.41712, 0.38762, -2.82607], [-1.28503, 1.99051, -2.55902]], "e_lumo_ha": 0.022, "homo_lumo_gap_ha": 0.296, "multiplicity": 1, "homo_ev": -7.435, "e_above_lowest_kcal_mol": 105.2}


(3)
{"formula": "C4H5O", "method": "ωB97M-V/def2-TZVPD", "symbols": ["O", "C", "C", "H", "H", "C", "C", "H", "H", "H"], "positions_angstrom": [[-0.17644, 1.49797, 2.26389], [0.76217, 1.07197, 1.40769], [0.75817, 0.35227, 0.35805], [-1.07214, 1.36246, 1.91687], [1.31600, 1.78473, 0.44012], [0.26291, -1.01965, -0.55964], [-0.62188, -1.03498, -1.59488], [0.74741, -1.92631, -0.18095], [-0.77307, -1.93962, -2.19026], [-1.20312, -0.14884, -1.86088]], "e_lumo_ha": [0.024, -0.009], "homo_lumo_gap_ha": [0.294, 0.351], "multiplicity": 2, "homo_ev": [-7.370, -9.792], "e_above_lowest_kcal_mol": 16.5}